Here is 3 unconnected molecules or ions with the total composition C24H50NO3 from OMol25. Energies are from the ωB97M-V functional and the def2-TZVPD basis.

Structure (XYZ):
```
78
Properties=species:S:1:pos:R:3
C 9.094 0.474 0.435
C 7.952 1.097 -0.616
O 8.368 1.938 -1.568
O 6.562 0.690 -0.353
C 5.814 0.410 -1.588
C 4.454 1.311 -1.788
C 4.584 2.859 -1.221
C 4.325 3.011 0.389
C 3.191 4.176 0.597
C 5.742 3.648 1.012
N 4.091 1.729 1.142
O 3.838 1.947 2.452
C 3.042 0.837 0.530
C 1.496 1.156 0.974
C 3.360 -0.695 1.126
C 3.103 0.687 -1.101
H 9.528 -0.553 0.079
H 9.910 1.317 0.566
H 8.620 0.284 1.513
H 5.445 -0.721 -1.503
H 6.470 0.451 -2.568
H 4.273 1.399 -2.961
H 3.707 3.464 -1.758
H 5.583 3.385 -1.605
H 2.212 3.902 0.014
H 3.007 4.374 1.758
H 3.635 5.164 0.098
H 6.445 2.760 1.388
H 5.420 4.311 1.925
H 6.331 4.294 0.230
H 1.274 2.267 1.259
H 0.797 0.758 0.104
H 1.301 0.520 1.965
H 4.034 -0.640 2.108
H 2.370 -1.301 1.274
H 4.016 -1.258 0.308
H 2.963 -0.440 -1.447
H 2.168 1.277 -1.543
C 0.313 -2.606 -1.963
C -0.723 -1.677 -1.348
C -1.949 -2.413 -0.807
C -2.771 -3.179 -1.848
C -3.302 -2.338 -3.014
C -4.263 -1.246 -2.579
H -0.082 -3.137 -2.832
H 1.183 -2.029 -2.293
H 0.660 -3.342 -1.230
H -1.022 -0.923 -2.084
H -0.253 -1.131 -0.522
H -2.595 -1.690 -0.294
H -1.625 -3.123 -0.035
H -3.619 -3.654 -1.340
H -2.169 -4.001 -2.256
H -3.825 -3.004 -3.711
H -2.472 -1.897 -3.578
H -5.123 -1.669 -2.049
H -4.639 -0.705 -3.454
H -3.778 -0.519 -1.923
C -9.240 -0.980 2.220
C -8.234 -0.316 1.293
C -7.121 -1.260 0.833
C -6.226 -1.814 1.946
C -5.518 -0.762 2.805
C -4.555 0.109 2.017
H -8.776 -1.315 3.150
H -10.033 -0.271 2.480
H -9.710 -1.841 1.733
H -7.810 0.568 1.783
H -8.766 0.050 0.407
H -6.501 -0.738 0.094
H -7.572 -2.107 0.300
H -5.470 -2.466 1.491
H -6.820 -2.461 2.604
H -4.954 -1.280 3.591
H -6.250 -0.131 3.321
H -3.787 -0.499 1.527
H -4.051 0.814 2.687
H -5.073 0.693 1.251
```

Output
Spin multiplicity: 2
Molar mass in Da: 400.7
Relative energy (zero: lowest compared OMol25 entry of this formula, charge and spin) in kcal per mole: 30.8
DFT total energy in Ha: -1224.638065

---

Here is 4 unconnected molecules or ions with the total composition C24H51BFN2O11S from OMol25. Energies are from the ωB97M-V functional and the def2-TZVPD basis.

Structure (XYZ):
```
91
Properties=species:S:1:pos:R:3
C 5.575 -3.447 -0.189
C 5.237 -3.590 -1.665
C 5.765 -2.465 -2.570
C 5.910 -1.100 -1.925
N 4.679 -0.598 -1.315
B 3.394 -0.644 -2.107
S 3.534 -0.123 -3.988
O 4.671 0.699 -4.272
O 3.304 -1.196 -4.905
F 2.273 0.853 -4.238
O 2.548 0.448 -1.535
C 1.258 -0.074 -1.433
C 0.299 0.733 -0.607
C -0.601 1.561 -1.545
C -1.609 0.683 -2.315
C -1.488 0.801 -3.820
N -2.271 1.932 -4.369
C 1.566 -1.530 -1.015
O 2.069 -1.551 0.312
C 1.264 -2.252 1.245
C 1.758 -3.676 1.412
O 2.563 -1.843 -1.907
H 5.141 -4.276 0.360
H 6.654 -3.556 -0.067
H 5.278 -2.491 0.221
H 4.180 -3.760 -1.808
H 5.722 -4.507 -2.002
H 6.771 -2.757 -2.872
H 5.198 -2.425 -3.495
H 6.359 -0.409 -2.641
H 6.659 -1.211 -1.136
H 4.796 0.358 -1.003
H 0.887 -0.205 -2.459
H -0.336 0.118 0.024
H 0.821 1.465 -0.001
H -1.049 2.402 -1.022
H 0.074 1.993 -2.282
H -2.634 0.869 -2.007
H -1.344 -0.346 -2.092
H -1.907 -0.107 -4.251
H -0.446 0.839 -4.116
H -2.575 2.526 -3.608
H -1.685 2.455 -5.005
H 0.698 -2.180 -1.115
H 1.374 -1.750 2.203
H 0.212 -2.234 0.977
H 1.551 -4.235 0.503
H 1.307 -4.130 2.282
H 2.830 -3.653 1.560
O -0.544 -3.691 3.372
C -1.307 -4.417 3.939
O -1.508 -4.253 5.268
C -2.509 -4.957 5.999
C -2.031 -6.325 6.443
C -1.988 -5.559 3.218
H -3.439 -5.008 5.430
H -2.710 -4.338 6.872
H -1.803 -6.967 5.592
H -2.793 -6.817 7.050
H -1.120 -6.231 7.033
H -1.298 -6.400 3.170
H -2.212 -5.232 2.206
H -2.921 -5.887 3.671
O -2.930 5.686 -1.088
C -3.774 6.083 -1.839
O -4.795 5.269 -2.171
C -5.931 5.685 -2.926
C -5.658 5.631 -4.414
C -3.675 7.447 -2.488
H -6.274 6.669 -2.600
H -6.719 4.978 -2.670
H -4.857 6.313 -4.699
H -6.550 5.898 -4.983
H -5.346 4.628 -4.702
H -3.010 7.374 -3.347
H -3.244 8.135 -1.765
H -4.628 7.863 -2.808
O -1.723 0.129 2.752
C -1.375 1.141 3.290
O -1.694 2.328 2.737
C -1.462 3.585 3.368
C -0.052 4.084 3.127
C -0.511 1.102 4.532
H -1.709 3.536 4.431
H -2.176 4.267 2.910
H 0.693 3.413 3.554
H 0.083 5.074 3.567
H 0.144 4.147 2.056
H 0.526 0.962 4.227
H -0.820 0.250 5.131
H -0.584 1.988 5.159
```

Output
Molar mass in Da: 605.6
DFT total energy in Ha: -2405.278626
Total charge: -1

---

Here is 3 unconnected molecules or ions with the total composition C24H51BN4O9 from OMol25. Energies are from the ωB97M-V functional and the def2-TZVPD basis.

Structure (XYZ):
```
89
Properties=species:S:1:pos:R:3
C 1.515 0.658 -3.172
C 1.039 1.007 -4.225
N 0.508 1.377 -5.424
C -0.976 1.431 -5.488
C -1.548 2.768 -5.048
C -1.231 3.121 -3.595
C -2.120 4.232 -3.039
N -2.237 5.335 -3.999
C -3.570 5.958 -4.086
C -1.231 6.334 -3.807
C -0.783 6.998 -5.077
O -0.769 6.599 -2.727
C 1.157 2.369 -6.148
O 0.660 2.948 -7.071
O 2.437 2.556 -5.749
B 2.863 3.838 -5.427
O 1.954 4.777 -4.943
O 4.181 4.116 -5.606
C 4.930 4.634 -4.500
C 5.473 6.027 -4.803
H 1.943 0.348 -2.243
H -1.337 0.624 -4.847
H -1.272 1.184 -6.508
H -2.639 2.704 -5.161
H -1.233 3.566 -5.719
H -1.308 2.234 -2.960
H -0.198 3.488 -3.537
H -1.688 4.577 -2.096
H -3.109 3.832 -2.800
H -4.311 5.263 -3.694
H -3.829 6.168 -5.127
H -3.633 6.890 -3.515
H -0.048 6.350 -5.563
H -1.621 7.110 -5.768
H -0.353 7.975 -4.859
H 1.824 4.715 -3.990
H 4.313 4.644 -3.594
H 5.742 3.930 -4.310
H 4.872 6.813 -4.344
H 6.511 6.135 -4.486
H 5.432 6.182 -5.883
C 3.070 -4.523 2.425
O 1.890 -3.763 2.582
C 1.897 -2.886 3.703
C 1.895 -1.441 3.260
N 3.157 -1.085 2.628
C 3.172 0.226 1.993
C 2.239 0.457 0.811
O 2.567 -0.305 -0.340
C 2.018 -1.613 -0.387
H 2.895 -5.225 1.612
H 3.935 -3.900 2.172
H 3.303 -5.088 3.334
H 2.755 -3.092 4.350
H 0.983 -3.075 4.273
H 1.743 -0.802 4.135
H 1.031 -1.306 2.594
H 3.384 -1.788 1.936
H 4.192 0.414 1.651
H 2.948 0.980 2.754
H 2.340 1.504 0.513
H 1.186 0.302 1.073
H 1.055 -1.661 0.127
H 2.691 -2.356 0.048
H 1.869 -1.869 -1.436
C -5.713 -5.194 7.055
O -4.411 -5.395 7.565
C -3.902 -6.709 7.381
C -2.733 -6.707 6.422
N -3.166 -6.385 5.072
C -2.084 -6.170 4.118
C -1.152 -4.987 4.349
O -1.770 -3.722 4.203
C -2.404 -3.211 5.360
H -6.025 -4.196 7.357
H -5.745 -5.257 5.961
H -6.418 -5.923 7.466
H -4.689 -7.380 7.024
H -3.561 -7.073 8.355
H -2.276 -7.701 6.419
H -1.987 -5.999 6.813
H -3.745 -5.555 5.104
H -2.538 -6.042 3.132
H -1.478 -7.080 4.073
H -0.373 -5.027 3.583
H -0.643 -5.048 5.320
H -1.897 -3.537 6.273
H -3.456 -3.503 5.420
H -2.359 -2.123 5.304
```

Output
Molar mass in Da: 550.5
SMILES: C#CN(CCCCN(C)C(C)=O)C(=O)OB(O)OCC.COCCNCCOC.COCCNCCOC
DFT total energy in Ha: -1866.066391

---

Here is a molecular structure, C24H51Br2N2NbO10P from OMol25. Energies are from the ωB97M-V functional and the def2-TZVPD basis.

Structure (XYZ):
```
91
Properties=species:S:1:pos:R:3
C 1.645 2.728 -2.236
C 2.155 1.224 -2.365
C 0.987 0.109 -2.130
C -0.074 0.530 -1.015
Nb -1.608 -1.062 -0.417
C -0.048 -1.736 1.155
N 1.244 -2.243 0.504
C 2.418 -1.430 0.907
C -2.357 0.431 1.126
O -1.867 0.285 2.480
O -2.825 0.878 3.291
C -3.172 -0.319 -1.972
Br -4.806 -1.521 -1.792
C -3.745 1.154 -1.752
C -2.879 2.325 -2.455
Br -5.472 1.188 -2.856
N -3.078 -2.465 0.260
C -2.814 -3.858 0.004
C -2.152 -4.893 1.039
O -3.168 -4.376 -1.092
C -3.599 -2.240 1.598
C -5.107 -1.683 1.725
O -3.027 -2.485 2.685
P -0.677 -2.561 -2.230
C -1.767 -2.851 -3.713
C -1.452 -1.874 -4.978
C 0.036 -4.204 -1.713
C 1.578 -4.338 -2.228
H 2.435 3.463 -2.594
H 0.710 2.894 -2.867
H 1.362 2.886 -1.135
H 3.018 1.002 -1.657
H 2.585 1.099 -3.425
H 1.565 -0.785 -1.699
H 0.558 -0.089 -3.159
H -0.557 1.533 -1.234
H 0.552 0.703 -0.060
H -0.503 -2.486 1.877
H 0.330 -0.849 1.788
H 1.382 -3.175 0.932
H 2.855 -1.722 1.931
H 2.276 -0.309 0.849
H 3.258 -1.678 0.157
H -3.503 0.519 1.199
H -2.024 1.482 0.770
H -2.990 0.307 4.076
H -2.758 -0.333 -3.045
H -4.121 1.416 -0.723
H -2.341 2.864 -1.612
H -2.163 1.908 -3.245
H -3.609 3.066 -2.913
H -1.437 -4.404 1.768
H -1.599 -5.734 0.505
H -2.953 -5.410 1.680
H -5.279 -0.739 1.126
H -5.404 -1.547 2.820
H -5.766 -2.495 1.275
H -1.537 -3.905 -4.115
H -2.888 -2.822 -3.561
H -2.393 -1.663 -5.596
H -0.923 -0.915 -4.666
H -0.742 -2.424 -5.692
H -0.525 -5.031 -2.278
H 0.077 -4.374 -0.596
H 1.739 -3.893 -3.255
H 1.810 -5.459 -2.179
H 2.224 -3.848 -1.422
C 4.578 1.789 3.021
O 5.459 0.881 2.360
C 6.489 0.469 3.111
O 6.713 0.796 4.250
O 7.231 -0.372 2.374
C 8.371 -0.893 3.052
H 3.785 2.054 2.323
H 4.124 1.318 3.895
H 5.107 2.701 3.305
H 8.067 -1.471 3.927
H 9.051 -0.088 3.338
H 8.892 -1.558 2.363
C 0.334 7.533 0.278
O -0.593 6.485 0.549
C -0.412 5.885 1.737
O 0.438 6.161 2.547
O -1.340 4.929 1.863
C -1.270 4.199 3.089
H 0.094 7.943 -0.703
H 0.242 8.330 1.019
H 1.355 7.147 0.252
H -1.427 4.863 3.942
H -0.313 3.681 3.174
H -2.066 3.454 3.081
```

Output
Molar mass in Da: 811.4
DFT total energy in Ha: -7352.995265
Total charge: -1

---

Here is 5 unconnected molecules or ions with the total composition C24H51FI2N3O5 from OMol25. Energies are from the ωB97M-V functional and the def2-TZVPD basis.

Structure (XYZ):
```
86
Properties=species:S:1:pos:R:3
C 2.948 1.198 -6.239
C 2.421 1.707 -4.904
F 1.033 1.645 -4.884
C 2.952 0.881 -3.719
C 2.013 0.900 -2.564
N 1.502 2.049 -2.135
C 0.643 2.137 -1.130
O 0.201 3.391 -0.862
C 0.217 1.042 -0.467
C -0.778 1.088 0.678
I -2.750 0.738 -0.126
C -0.680 2.334 1.598
C -1.714 3.430 1.330
I -1.104 1.625 3.613
C 0.729 -0.191 -0.898
C 0.333 -1.504 -0.296
N -0.818 -2.069 -1.051
C 1.644 -0.255 -1.953
N 2.175 -1.487 -2.420
H 2.135 0.988 -6.924
H 3.553 0.304 -6.101
H 3.597 1.933 -6.707
H 2.726 2.753 -4.810
H 3.060 -0.134 -4.071
H 3.951 1.218 -3.441
H 1.782 2.891 -2.625
H 0.805 3.858 -0.269
H -0.556 0.235 1.296
H 0.332 2.719 1.656
H -2.663 3.136 1.759
H -1.455 4.369 1.802
H -1.843 3.632 0.272
H 0.062 -1.445 0.756
H 1.167 -2.189 -0.363
H -1.543 -2.326 -0.396
H -1.206 -1.375 -1.673
H 2.593 -2.027 -1.670
H 1.421 -2.009 -2.860
C -4.731 7.622 2.281
C -3.460 6.954 2.781
C -2.326 7.958 2.926
O -3.072 5.909 1.880
H -4.569 8.067 1.296
H -5.532 6.889 2.178
H -5.061 8.404 2.964
H -3.651 6.476 3.742
H -2.091 8.414 1.959
H -1.420 7.464 3.280
H -2.587 8.751 3.627
H -2.901 6.315 1.022
C -2.565 -2.024 6.785
C -3.360 -0.948 7.508
C -4.820 -0.955 7.082
O -2.785 0.334 7.254
H -2.583 -1.852 5.704
H -1.520 -2.003 7.098
H -2.968 -3.018 6.984
H -3.294 -1.107 8.585
H -4.907 -0.751 6.010
H -5.375 -0.176 7.605
H -5.290 -1.917 7.290
H -2.835 0.493 6.307
C 3.390 -5.070 1.304
C 3.683 -4.251 0.059
C 5.160 -4.290 -0.298
O 3.268 -2.889 0.265
H 3.938 -4.674 2.163
H 2.328 -5.027 1.551
H 3.673 -6.113 1.165
H 3.093 -4.630 -0.777
H 5.762 -3.870 0.512
H 5.356 -3.692 -1.190
H 5.493 -5.310 -0.484
H 3.778 -2.534 1.001
C 0.395 -4.755 -6.191
C 0.854 -4.433 -4.779
C 0.698 -5.632 -3.856
O 0.108 -3.326 -4.263
H -0.664 -5.027 -6.198
H 0.508 -3.884 -6.839
H 0.967 -5.581 -6.615
H 1.900 -4.119 -4.797
H -0.351 -5.931 -3.790
H 1.026 -5.384 -2.845
H 1.279 -6.484 -4.212
H -0.820 -3.580 -4.236
```

Output
Molar mass in Da: 734.5
DFT total energy in Ha: -2180.554634
Total charge: +1